The following is a DFT calculation (ωB97M-V/def2-TZVPD) of C6H10N2 as an isolated structure at a distorted geometry.

For the relative energy (zero: lowest compared OMol25 entry of this formula, charge and spin), the calculation gives 953.7 kJ/mol. The total energy is -9354.5531 eV. For the gap between HOMO and LUMO, the calculation gives 8.4 eV. The calculation puts the lowest unoccupied orbital energy at 0.15 eV.

```
18
Properties=species:S:1:pos:R:3:forces:R:3
C 2.74869 -1.22121 0.01760 2.2 -0.3 -1.7
C 1.40757 -0.63205 0.12535 -1.7 -3.3 -2.0
C 0.98431 0.59435 -0.02724 6.4 -0.1 0.4
C -0.17455 1.29544 0.01544 -3.4 -0.5 1.5
C -0.09738 2.59395 -0.17384 -1.1 3.2 -3.0
C -1.44311 0.46722 0.44763 1.6 -0.9 -0.9
H 2.75845 -2.21946 -0.74583 0.2 3.3 1.4
H 2.85229 -1.76200 0.90164 0.6 -1.0 1.9
H 3.68009 -0.46173 0.01133 -2.1 -1.8 -0.6
H 0.66016 -1.47038 -0.00605 0.8 1.1 0.7
H 1.85550 1.30937 0.04170 -0.7 -0.6 -0.5
H 0.80258 3.26233 -1.02203 -3.0 -2.4 3.5
H -1.15096 2.94232 -0.00930 1.2 1.3 -0.6
H -2.25093 1.05685 1.43414 2.0 -2.4 -3.6
H -3.46679 -1.71081 -0.68107 5.4 0.6 2.0
H -1.73017 -2.71485 -0.13503 -2.4 3.8 -0.5
N -1.25220 -0.73404 -0.22644 -3.6 4.8 2.5
N -2.25685 -1.66852 -0.09058 -2.5 -4.9 -0.6
```
Forces are in eV/Å.